(1)
Formula: C47H70BrN2O2PtSSi3Te
Source: OMol25
Level of theory: ωB97M-V/def2-TZVPD

## Properties
Maximum force: 0.82 eV/Å
2S+1: 1
Relative energy (zero: lowest compared OMol25 entry of this formula, charge and spin): 10.1 kcal per mole
Total charge: +1

Geometry as XYZ:
```
128
Properties=species:S:1:pos:R:3:mulliken_charge:R:1
C -2.380 -3.282 -4.357 -1.064
C -2.446 -2.275 2.014 0.806
H -0.558 -1.105 -3.301 -0.160
C -4.273 -1.119 -0.535 -0.313
C -2.648 -2.129 4.435 -1.037
H -1.544 -7.487 -1.195 0.606
H 7.755 -0.228 1.228 0.334
H -0.832 -7.683 0.400 0.366
H -5.424 2.916 0.549 0.508
C 1.614 -7.624 2.181 -1.848
C 2.543 -1.646 -3.406 -0.533
C 0.475 -6.721 -1.081 2.897
H 4.717 -2.679 2.558 0.239
H 2.226 -5.528 3.848 0.663
C 2.416 -5.334 2.788 -2.062
C -4.020 -1.266 -3.305 -0.488
C -3.405 2.209 0.648 -0.566
H 3.538 1.249 -2.156 0.632
H 0.833 -8.225 1.716 0.342
Te 2.590 0.018 -0.007 -0.461
C -2.468 -3.166 0.912 -0.736
C 4.319 -1.681 2.748 -0.920
H -4.392 -1.086 0.537 0.537
C 5.336 1.190 2.962 -0.916
H 7.163 -1.888 1.140 0.296
C 2.601 3.318 1.155 -0.203
C 0.015 -5.755 2.532 -2.062
C -3.373 -1.999 -1.104 -0.013
C -0.121 -0.272 -2.748 0.453
H 0.493 -8.671 -2.013 0.532
C 4.026 -4.183 0.047 -1.951
H -5.773 0.355 -0.908 0.478
H 4.312 -6.756 1.006 0.336
H 5.237 -6.548 -0.473 0.547
Si 5.366 -0.361 1.914 0.118
H -1.695 -4.109 -4.512 0.162
C 1.781 0.944 -4.847 -1.097
H 5.057 1.030 -0.119 0.582
H -0.728 0.617 -2.934 0.457
C 1.619 3.655 0.224 -1.063
H 1.271 1.907 -4.792 0.304
N 0.376 3.046 0.055 0.364
H 3.064 6.410 -1.189 0.432
H 5.064 -4.142 -0.297 0.667
H -0.462 -6.648 -3.010 0.615
H 0.004 -6.030 3.591 0.586
C 2.502 1.024 -1.897 -0.335
C -4.916 -0.379 -2.725 -0.960
C 0.210 -6.017 -2.418 -2.050
S 0.322 5.122 -1.462 -0.331
H 4.318 -1.527 3.828 0.585
H 3.445 -5.626 2.587 0.309
Si 1.669 -0.002 -3.235 -0.137
C -0.412 3.765 -0.721 0.748
H -2.616 5.113 -1.807 0.466
H 5.664 2.062 2.398 0.134
H -1.557 0.826 3.123 0.447
C 4.225 -6.667 -0.075 -1.933
H 3.584 -1.508 -3.707 0.473
O -1.563 -0.443 0.818 -0.727
C -0.899 -7.009 -0.452 -2.164
H 2.824 1.132 -5.112 0.330
H 2.576 -7.977 1.812 0.302
H 4.038 -4.158 1.135 -0.110
H -2.183 -0.192 5.263 0.458
C -1.976 -0.924 1.947 1.585
C 4.716 0.039 0.187 -0.953
Si 1.562 -5.659 0.094 -1.013
C -3.258 -2.094 -2.498 0.406
O -2.387 -3.034 -2.956 -0.067
C 1.393 -6.121 1.952 2.723
C -5.055 -0.316 -1.351 -0.781
H 6.004 1.077 3.818 0.432
H 1.320 -8.655 -0.460 0.332
C -2.110 2.396 0.199 0.204
C 3.924 5.185 0.352 -0.676
C 1.145 -8.076 -1.366 -1.812
C 2.947 5.546 -0.550 -0.595
H -4.945 4.699 -1.081 0.413
C 7.124 -0.967 1.725 -1.124
H -0.806 -6.286 2.055 0.297
H -3.929 -1.315 -4.380 0.480
H -2.266 -4.204 1.152 0.291
H 1.990 1.974 -1.741 -0.169
H 3.279 -1.671 2.414 0.109
H 4.831 5.768 0.418 0.428
C -4.146 4.062 -0.728 -0.928
H -5.515 0.259 -3.361 0.440
H 5.074 -0.691 -0.539 0.546
C 3.737 4.097 1.213 -0.676
H 1.332 0.379 -5.666 0.323
H 2.528 -2.193 -2.462 -0.302
H -2.394 -3.754 -0.970 0.344
H -0.177 -4.682 2.469 0.258
H 4.335 1.387 3.351 0.339
C -4.412 3.053 0.189 -0.725
H -2.026 -2.407 -4.905 0.387
N -2.659 -2.977 -0.374 0.366
Br 0.662 -3.553 0.005 -0.159
C -2.709 -2.857 3.285 -0.757
H 2.098 -7.968 -1.882 0.315
H 1.111 -5.861 -3.006 0.252
H 1.581 -7.831 3.255 0.531
C 3.377 -5.461 -0.512 3.476
C -2.252 -0.778 4.355 -0.690
C -2.844 4.285 -1.147 -0.608
H 4.522 -5.199 -2.309 0.603
H -0.271 -5.048 -2.274 0.151
C -1.908 -0.200 3.166 -0.882
H 3.150 -6.269 -2.548 0.471
H 7.565 -1.175 2.701 0.346
H 4.496 3.870 1.947 0.464
H 3.836 -7.611 -0.461 0.356
C -1.832 3.465 -0.664 0.774
C 3.474 -5.362 -2.041 -2.066
H -1.390 -6.091 -0.119 0.267
H -2.998 -3.900 3.317 0.499
H -0.212 -0.519 -1.685 -0.541
Pt -0.555 1.298 0.605 0.883
H 2.059 -2.266 -4.163 0.397
H 3.520 -3.279 -0.299 -0.058
H 2.325 -4.257 2.630 0.229
H -3.379 -3.556 -4.703 0.452
H 2.453 2.484 1.823 0.513
H 2.904 -4.518 -2.434 0.188
C 1.782 4.785 -0.582 1.074
H -3.636 1.415 1.345 0.348
H -2.886 -2.574 5.390 0.420
```

(2)
Formula: C16H11N3O4
Source: OMol25
Level of theory: ωB97M-V/def2-TZVPD

## Properties
Maximum force: 8.63 eV/Å
2S+1: 1
Relative energy (zero: lowest compared OMol25 entry of this formula, charge and spin): 62.2 kcal per mole
Structure (SMILES): O=C1Nc2ccc([N+](=O)[O-])cc2N/C1=C/C(=O)c1ccccc1

Geometry as XYZ:
```
34
Properties=species:S:1:pos:R:3:mulliken_charge:R:1
H -3.494 1.126 -2.139 0.437
H 4.105 1.587 2.026 0.279
C -2.874 0.302 -2.352 -0.923
C 3.157 -0.954 4.190 -0.472
C 1.781 -0.772 4.064 -0.710
C -3.284 -0.630 -3.314 0.038
C 3.984 0.041 3.529 -0.563
C 1.472 2.184 1.619 -0.084
C 3.385 1.000 2.659 -0.142
H -0.118 3.178 0.580 0.392
H -1.845 1.889 -0.755 0.232
C 0.328 2.198 0.664 -0.880
C -2.702 -1.890 -3.499 -0.637
O 2.000 -0.429 -0.179 -0.597
C 0.845 -0.246 -0.440 0.258
O -4.516 0.790 -4.469 -0.536
O -5.027 -1.355 -4.510 -0.579
N 0.317 -1.207 -1.302 -0.124
C 1.218 0.197 3.210 -0.042
H -0.852 -2.931 -2.935 0.238
O 1.900 3.318 1.790 -0.596
H 5.039 0.047 3.698 0.381
C -1.656 0.088 -1.622 0.834
C -0.897 -1.049 -1.893 0.434
C -1.416 -1.943 -2.876 -0.580
H -3.131 -2.745 -4.065 0.422
H 0.948 -1.934 -1.642 0.264
H 1.195 -1.475 4.579 0.393
N -4.311 -0.372 -4.088 0.849
C -0.005 1.070 -0.189 0.760
H 0.175 0.367 3.095 0.457
N -1.209 1.083 -0.791 -0.067
C 1.965 1.147 2.502 0.424
H 3.523 -1.679 4.857 0.442
```

Question: maximum force of number 2 (C16H11N3O4)?
Answer: 8.63 eV/Å

Question: The lowest relative energy (zero: lowest compared OMol25 entry of this formula, charge and spin) belongs to which entry?
Answer: C47H70BrN2O2PtSSi3Te